[1]
{
  "formula": "C3H8NOS",
  "method": "ωB97M-V/def2-TZVPD",
  "elements": ["O", "C", "N", "C", "C", "S", "H", "H", "H", "H", "H", "H", "H", "H"],
  "coordinates": [[-1.12058, -0.53216, 1.91633], [-0.99223, -1.40354, 0.97059], [-0.87457, -0.83516, -0.49589], [0.35106, -0.12902, -0.68355], [0.39989, 1.22545, 0.05164], [1.99645, 2.13460, -0.09791], [-0.07380, -2.04845, 0.90336], [-1.84896, -2.10504, 0.84398], [-1.69092, -0.26159, -0.65857], [1.22873, -0.72325, -0.41341], [0.44223, 0.13895, -1.74343], [-0.27090, 1.93359, -0.43234], [0.07663, 1.06091, 1.08162], [2.37697, 1.54471, -1.24243]],
  "atomic_forces_ev_per_a": [[0.206, 0.512, 0.723], [-0.110, -0.271, -1.817], [-0.040, -1.152, 0.798], [-0.086, 1.357, -0.490], [-0.046, 0.436, -0.212], [0.130, -0.461, 0.264], [0.113, -0.055, 0.604], [-0.147, -0.182, 0.050], [0.059, 0.384, -0.002], [-0.222, -0.208, 0.136], [0.305, -0.230, -0.243], [-0.502, -0.301, 0.095], [0.339, 0.125, 0.112], [0.002, 0.047, -0.018]],
  "mulliken_charge": [-0.8435, -0.4646, -0.4419, -0.7682, -0.3460, -0.3158, 0.2251, 0.3124, 0.2811, 0.3375, 0.3302, 0.2745, 0.3459, 0.0732],
  "energy_ev": -17613.11324,
  "e_homo_ha": -0.106,
  "relative_energy_ev": 1.893,
  "multiplicity": 1,
  "smiles": "[O-]CNCCS",
  "total_charge": -1
}


[2]
{
  "formula": "C3H8NOS",
  "method": "ωB97M-V/def2-TZVPD",
  "elements": ["C", "O", "C", "C", "S", "N", "H", "H", "H", "H", "H", "H", "H", "H"],
  "coordinates": [[1.39059, -0.08980, -0.88859], [2.61713, -0.06609, -0.36293], [0.07392, -0.26300, 0.17052], [-1.21488, 0.52373, -0.33410], [-2.59549, 0.17470, 0.79333], [0.52358, 0.25751, 1.44988], [1.25821, 1.07452, -1.38390], [1.16990, -0.72795, -1.86126], [-0.11708, -1.40118, 0.32575], [-1.35122, 0.09197, -1.37201], [-0.86136, 1.52287, -0.42851], [-2.99928, -1.12402, 0.51206], [1.52401, 0.55457, 1.26623], [0.58196, -0.52782, 2.11353]],
  "atomic_forces_ev_per_a": [[-2.652, 1.224, -1.629], [-1.115, -0.241, -0.592], [1.133, -0.726, -0.269], [1.895, -4.092, -1.198], [-0.534, 0.142, 0.072], [1.600, -0.069, 0.019], [0.371, -2.343, 1.222], [0.959, 0.904, 1.699], [0.039, 1.838, -0.889], [-0.487, 0.773, 0.965], [-0.643, 1.123, 0.379], [0.819, 1.044, -0.338], [-1.413, -0.377, 0.836], [0.030, 0.801, -0.279]],
  "mulliken_charge": [-0.2838, -0.3968, -0.0023, -0.7116, -0.2366, -0.6232, 0.2346, 0.3174, 0.3714, 0.2629, 0.3952, 0.1348, 0.2889, 0.2489],
  "energy_ev": -17609.90450,
  "e_homo_ha": [-0.332, -0.331],
  "relative_energy_ev": 1.618,
  "multiplicity": 2,
  "total_charge": 0
}


[3]
{
  "formula": "C3H8NOS2",
  "method": "ωB97M-V/def2-TZVPD",
  "elements": ["N", "C", "C", "O", "C", "S", "S", "H", "H", "H", "H", "H", "H", "H", "H"],
  "coordinates": [[0.04305, -0.92093, -1.72997], [-0.26196, 0.17224, -0.74739], [1.02427, 0.98374, -0.59406], [2.06365, 0.43203, -0.84250], [-0.71867, -0.41200, 0.58152], [-1.10897, 1.00078, 1.69410], [0.21398, 1.16427, 3.19300], [1.01278, -1.17873, -1.46948], [-0.60436, -1.70730, -1.66515], [0.07695, -0.63192, -2.70850], [-1.02855, 0.81865, -1.17786], [0.94389, 1.99295, -0.18322], [-1.61519, -1.02603, 0.48712], [0.09199, -1.02104, 0.97714], [-0.13285, 0.33329, 4.18524]],
  "atomic_forces_ev_per_a": [[0.467, -0.139, 0.238], [-0.864, 0.756, -0.482], [0.257, -0.719, 0.334], [0.042, 0.196, -0.160], [0.541, 0.159, 0.218], [-1.048, -0.230, 0.013], [1.314, 0.372, -0.054], [-0.028, -0.327, -0.242], [0.131, -0.051, 0.158], [-0.056, 0.270, 0.020], [-0.125, -0.099, -0.001], [0.038, 0.126, -0.081], [-0.007, 0.063, -0.087], [-0.008, -0.045, 0.320], [-0.655, -0.331, -0.194]],
  "mulliken_charge": [-0.2831, -0.1708, 0.0372, -0.4647, -0.8747, -0.0299, -0.1470, 0.3968, 0.3377, 0.3455, 0.3459, 0.4694, 0.4284, 0.4245, 0.1849],
  "energy_ev": -28441.42940,
  "e_homo_ha": -0.478,
  "relative_energy_ev": 0.221,
  "multiplicity": 1,
  "smiles": "[NH3+][C@H](C=O)CSS",
  "total_charge": 1
}


[4]
{
  "formula": "C3H8NS",
  "method": "ωB97M-V/def2-TZVPD",
  "elements": ["C", "C", "N", "H", "H", "H", "H", "H", "C", "S", "H", "H", "H"],
  "coordinates": [[1.10097, -1.81831, 0.76247], [-1.14344, -1.39414, 0.40067], [-0.29630, -1.91822, 1.17403], [1.51920, -0.83885, 0.98042], [1.20853, -1.98159, -0.31559], [1.67009, -2.59999, 1.27442], [-2.19100, -1.46866, 0.70482], [-0.90242, -0.88291, -0.53935], [-0.80413, 2.35070, -0.62652], [0.62336, 1.25066, -0.75855], [-1.53636, 2.01159, 0.11808], [-0.53366, 3.36481, -0.31457], [-1.35237, 2.47736, -1.56873]],
  "atomic_forces_ev_per_a": [[-0.016, -0.619, -0.283], [-0.337, -0.231, -0.082], [0.242, 0.134, 0.154], [-0.110, 0.163, 0.106], [0.044, 0.139, 0.033], [0.009, 0.114, 0.059], [0.003, 0.131, -0.046], [0.096, -0.026, 0.174], [-0.440, 0.401, 0.086], [0.265, 0.037, -0.158], [0.024, -0.121, -0.040], [0.148, 0.015, 0.021], [0.073, -0.137, -0.023]],
  "mulliken_charge": [-0.7019, -0.2011, -0.5088, 0.2340, 0.2924, 0.2830, 0.2648, 0.2154, -0.8184, -0.6938, 0.1921, 0.2368, 0.2056],
  "energy_ev": -15565.77551,
  "e_homo_ha": -0.085,
  "relative_energy_ev": 1.267,
  "multiplicity": 1,
  "total_charge": -1
}


[5]
{
  "formula": "C3H8NS",
  "method": "ωB97M-V/def2-TZVPD",
  "elements": ["C", "C", "C", "N", "H", "H", "H", "H", "H", "H", "H", "S", "H"],
  "coordinates": [[-0.08539, -2.60666, -0.83491], [-0.31041, -1.16006, -0.48923], [-1.27518, -0.38019, -1.03680], [0.63924, -0.69176, 0.39623], [-0.41176, -3.24362, 0.00205], [0.98194, -2.76591, -1.03182], [-0.65690, -2.90742, -1.71652], [-1.52241, 0.51259, -0.47510], [-1.75679, -0.57999, -1.98094], [1.03884, -1.33645, 1.05599], [0.62934, 0.33982, 0.62580], [0.41207, 2.42528, 0.99204], [1.63633, 2.62699, 0.56856]],
  "atomic_forces_ev_per_a": [[0.087, 0.295, -0.411], [0.285, -0.301, -0.645], [0.347, 0.084, 0.954], [-0.631, 1.109, 0.067], [0.210, -0.048, -0.077], [-0.116, -0.326, 0.146], [-0.069, -0.156, 0.042], [0.194, 0.435, -0.532], [-0.253, -0.470, 0.182], [-0.046, -0.096, -0.023], [-0.104, -1.229, 0.055], [-0.764, 0.530, 0.544], [0.860, 0.175, -0.300]],
  "mulliken_charge": [-4.3745, 1.3106, -0.8883, -0.4373, 0.4010, 0.8032, 1.3301, 0.0907, 0.5057, 0.3996, -0.1401, -0.9745, -0.0264],
  "energy_ev": -15562.50907,
  "e_homo_ha": [0.150, -0.015],
  "relative_energy_ev": 0.000,
  "multiplicity": 2,
  "total_charge": -2
}


[6]
{
  "formula": "C3H8NS",
  "method": "ωB97M-V/def2-TZVPD",
  "elements": ["C", "C", "C", "S", "N", "H", "H", "H", "H", "H", "H", "H", "H"],
  "coordinates": [[1.36282, 0.43870, -1.10157], [0.74751, -0.77337, -0.27816], [0.11818, -0.26463, 0.99118], [-1.07485, 1.12353, 0.86040], [-0.27775, -1.58330, -1.04343], [0.53100, 1.05191, -1.40609], [1.90516, -0.01280, -2.03557], [2.18780, 0.92285, -0.64656], [1.51999, -1.45013, -0.23202], [-0.46122, -1.06367, 1.53157], [1.00431, 0.07196, 1.71178], [-1.02667, -1.01933, -1.12460], [0.11048, -1.79844, -1.92971]],
  "atomic_forces_ev_per_a": [[-0.059, -3.056, -1.957], [-1.802, 1.599, -2.510], [1.402, 0.333, 2.365], [0.601, -0.780, -0.089], [3.534, -0.814, 2.088], [0.129, 0.666, -0.205], [-1.346, 0.702, 1.291], [0.348, 0.851, 1.059], [1.921, -1.487, 1.462], [0.591, 0.602, -0.415], [-1.986, -0.593, -1.242], [-3.429, 2.158, -0.852], [0.094, -0.181, -0.996]],
  "mulliken_charge": [-1.2349, 0.2820, -0.8897, -0.0727, -0.6403, 0.3634, 0.2891, 0.3580, 0.4229, 0.3738, 0.3050, 0.2056, 0.2379],
  "energy_ev": -15564.06218,
  "e_homo_ha": [-0.343, -0.332],
  "relative_energy_ev": 0.460,
  "multiplicity": 2,
  "total_charge": 0
}


[7]
{
  "formula": "C3H8NS2",
  "method": "ωB97M-V/def2-TZVPD",
  "elements": ["C", "C", "C", "N", "S", "S", "H", "H", "H", "H", "H", "H", "H", "H"],
  "coordinates": [[0.45489, 0.15633, -1.27238], [0.28398, 0.49129, 1.64112], [-1.36490, -0.90423, 0.69189], [0.00784, -0.52786, 0.68436], [-0.15216, -0.41898, -2.72088], [1.87928, 0.97809, -1.03866], [0.07440, 0.01320, 2.63904], [-0.35756, 1.42468, 1.50917], [1.29177, 0.60426, 1.61974], [-1.64141, -1.47054, 1.73375], [-1.59005, -1.74904, -0.02900], [-1.94310, 0.02094, 0.51682], [0.62362, 0.22658, -3.57887], [2.43339, 1.15528, -2.39611]],
  "atomic_forces_ev_per_a": [[0.694, -0.468, 1.761], [-2.972, 0.507, 0.174], [-1.597, -1.791, 0.429], [0.510, -1.087, -1.869], [-1.189, -0.463, 1.072], [0.601, 0.449, -1.627], [-0.111, 0.365, -0.879], [0.943, -0.999, 0.423], [2.985, 1.229, 0.143], [0.902, 1.832, -2.118], [0.309, 1.310, 0.445], [-0.611, -0.832, 0.346], [0.600, 0.315, -0.257], [-1.064, -0.367, 1.958]],
  "mulliken_charge": [0.3815, -1.0050, -0.8404, -0.1694, 0.0488, -0.0339, 0.4017, 0.3512, 0.4765, 0.3331, 0.3035, 0.3965, 0.1804, 0.1755],
  "energy_ev": -26389.53778,
  "e_homo_ha": -0.519,
  "relative_energy_ev": 4.752,
  "multiplicity": 1,
  "total_charge": 1
}


[8]
{
  "formula": "C3H8NS2",
  "method": "ωB97M-V/def2-TZVPD",
  "elements": ["C", "C", "C", "N", "S", "S", "H", "H", "H", "H", "H", "H", "H", "H"],
  "coordinates": [[-1.08647, 0.70109, 2.18119], [0.00530, 0.13849, -0.34886], [0.79004, -0.81854, -2.44200], [0.42470, 0.26492, -1.56895], [-0.30831, -0.70136, 3.00477], [-0.22484, 1.44815, 0.69704], [-2.06252, 0.37777, 1.82714], [-1.20067, 1.54521, 2.85997], [-0.16338, -0.86405, 0.03994], [0.53461, -1.77422, -1.99003], [0.28199, -0.71034, -3.40106], [1.86908, -0.79561, -2.63071], [0.56364, 1.19939, -1.94704], [0.57683, -0.01090, 3.71860]],
  "atomic_forces_ev_per_a": [[0.259, -0.318, -0.244], [-0.029, 0.059, 0.314], [0.430, -0.677, -0.690], [-0.170, 0.607, 0.511], [-0.292, 0.020, -0.401], [-0.100, 0.088, 0.208], [-0.017, 0.069, 0.121], [-0.021, 0.008, -0.178], [0.048, -0.026, -0.110], [-0.057, 0.062, 0.003], [-0.058, -0.036, 0.129], [-0.183, 0.014, 0.101], [-0.020, -0.061, 0.171], [0.209, 0.191, 0.066]],
  "mulliken_charge": [-0.6546, 0.2385, -0.7226, -0.1211, -0.1129, 0.0531, 0.3698, 0.3927, 0.2057, 0.2895, 0.3009, 0.3189, 0.2676, 0.1744],
  "energy_ev": -26394.29025,
  "e_homo_ha": -0.494,
  "relative_energy_ev": 0.000,
  "multiplicity": 1,
  "total_charge": 1
}


[9]
{
  "formula": "C3H8O",
  "method": "ωB97M-V/def2-TZVPD",
  "elements": ["C", "C", "H", "H", "H", "H", "C", "O", "H", "H", "H", "H"],
  "coordinates": [[2.53595, 1.89722, 2.05817], [1.51581, 1.05522, 2.23113], [2.64742, 2.78920, 2.68521], [3.29159, 1.72094, 1.28412], [0.76017, 1.23151, 3.00518], [1.40434, 0.16325, 1.60409], [-0.24703, 3.93787, 0.72065], [0.47224, 2.92345, 0.02633], [-0.82903, 4.48710, -0.03845], [0.42439, 4.64856, 1.23127], [-0.94570, 3.51801, 1.46374], [0.99719, 2.42277, 0.68523]],
  "atomic_forces_ev_per_a": [[0.013, -0.192, 0.160], [0.215, -0.026, 0.126], [-0.006, -0.352, -0.289], [-0.289, 0.120, 0.339], [0.284, -0.113, -0.338], [0.000, 0.359, 0.289], [-0.058, 0.017, -0.258], [0.094, -0.013, 0.492], [0.225, -0.192, 0.391], [-0.162, -0.162, -0.146], [0.155, 0.099, -0.200], [-0.471, 0.454, -0.566]],
  "mulliken_charge": [-0.4679, -0.4673, 0.2543, 0.2621, 0.2539, 0.2622, -0.5115, -0.4969, 0.2284, 0.2446, 0.2447, 0.1933],
  "energy_ev": -5286.76514,
  "e_homo_ha": -0.368,
  "relative_energy_ev": 1.385,
  "multiplicity": 1,
  "smiles": "C=C.CO",
  "total_charge": 0
}